Density functional theory data (ωB97M-V with the def2-TZVPD basis set) for C27H25CaI2N2OTe as an isolated structure.

Geometry (Å):
Ca 0.4358 -0.3622 -0.1359
I 1.1230 7.4713 -1.3789
C 0.8167 5.5131 -0.7356
C 0.9900 5.1882 0.6016
C 0.7780 3.8845 1.0185
I 1.1027 3.3889 3.0193
C 0.3778 2.8708 0.1358
O 0.1693 1.6355 0.5263
C 0.2362 3.2274 -1.2233
C -0.1432 2.1718 -2.2240
N 0.7687 0.9919 -2.2118
C 2.1921 1.3490 -2.2610
C 3.0622 0.1355 -2.0630
C 4.2489 -0.0199 -2.7641
C 5.0530 -1.1158 -2.5017
C 4.6475 -2.0348 -1.5467
C 3.4469 -1.8138 -0.9011
N 2.6624 -0.7587 -1.1469
C 0.4534 4.5316 -1.6438
H 1.2921 5.9432 1.3139
H -0.1617 2.6245 -3.2196
H -1.1481 1.7891 -2.0163
H 0.5627 0.4445 -3.0420
H 2.3879 2.0547 -1.4496
H 2.4671 1.8586 -3.1901
H 4.5359 0.7169 -3.5018
H 5.9838 -1.2518 -3.0358
H 5.2443 -2.9025 -1.3062
H 3.0939 -2.5103 -0.1480
H 0.3364 4.7797 -2.6918
C -1.9898 -1.4351 -1.4384
C -2.0227 -1.9921 -0.1637
C -1.0600 -2.9300 0.2089
C -0.0696 -3.3108 -0.6926
C -0.0397 -2.7535 -1.9690
C -1.0010 -1.8200 -2.3425
H -2.7450 -0.7165 -1.7305
H -2.8000 -1.7068 0.5344
H -1.1026 -3.3709 1.1952
H 0.6617 -4.0586 -0.4135
H 0.7201 -3.0593 -2.6765
H -0.9956 -1.4111 -3.3449
C -0.8091 -2.1347 3.8467
Te 0.4150 -0.4880 3.2134
C -1.4531 0.5517 3.1952
C -2.5007 -0.5086 3.0012
C -3.7708 -0.1954 2.5245
C -4.7245 -1.1899 2.3630
C -4.4160 -2.5048 2.6848
C -3.1540 -2.8220 3.1659
C -2.1894 -1.8307 3.3216
H -0.7856 -2.1426 4.9359
H -0.4171 -3.0820 3.4837
H -1.4229 1.2952 2.4042
H -1.5495 1.0518 4.1592
H -4.0106 0.8324 2.2797
H -5.7086 -0.9387 1.9900
H -5.1585 -3.2824 2.5627
H -2.9163 -3.8475 3.4246

Summary:
Highest occupied orbital energy ... -9.90 eV
Frontier orbital gap ... 7.18 eV
Charge ... +1
Relative energy (zero: lowest compared OMol25 entry of this formula, charge and spin) ... 2.6 kcal per mole
DFT total energy ... -75363.9461 eV

Atom charges from the Löwdin analysis, given in e for atoms 1 to 8:
1. Ca 1.247
2. I 0.881
3. C -0.748
4. C -0.223
5. C -0.622
6. I 0.958
7. C -0.464
8. O -0.415

Density functional theory data (ωB97M-V with the def2-TZVPD basis set) for a 2-piece molecular cluster, C18H18N2 overall.

Geometry (Å):
C -2.0162 2.2136 -2.5175
C -1.3780 0.9638 -2.0125
C -2.0578 -0.1256 -1.5752
N -1.1889 -1.1518 -1.2768
C 0.0849 -0.7238 -1.5928
C 1.2616 -1.4519 -1.6622
C 2.4078 -0.7681 -2.0410
C 2.3675 0.5898 -2.3707
C 1.1978 1.3098 -2.2917
C 0.0158 0.6106 -2.0046
H -3.0463 2.3060 -2.1733
H -2.0053 2.1834 -3.6033
H -1.5572 3.1464 -2.1783
H -3.1237 -0.2318 -1.4707
H -1.4139 -2.1299 -1.3507
H 1.3481 -2.4985 -1.3872
H 3.3204 -1.3468 -2.0978
H 3.2919 1.1227 -2.5726
H 1.1593 2.3860 -2.4281
C -2.0680 -2.0155 2.2129
C -1.3376 -0.7345 2.0443
C -1.8620 0.4836 1.7739
N -0.8597 1.4216 1.6982
C 0.3449 0.8050 1.9175
C 1.6463 1.2939 1.8641
C 2.6701 0.3901 2.0248
C 2.4248 -0.9846 2.2274
C 1.1372 -1.4623 2.2844
C 0.0877 -0.5577 2.1157
H -1.8259 -2.4834 3.1822
H -1.8105 -2.7580 1.4464
H -3.1503 -1.8955 2.2796
H -2.8448 0.7669 1.4360
H -1.0402 2.4039 1.6129
H 1.8830 2.3451 1.7405
H 3.7075 0.6679 1.8978
H 3.3083 -1.6087 2.2776
H 0.9211 -2.4818 2.5707

Summary:
Highest occupied orbital energy ... -7.60 eV
Frontier orbital gap ... 8.38 eV
SMILES ... Cc1c[nH]c2ccccc12.Cc1c[nH]c2ccccc12
Relative energy (zero: lowest compared OMol25 entry of this formula, charge and spin) ... 8.1 kcal per mole
DFT total energy ... -21938.7374 eV

Atom charges from the Löwdin analysis, given in e for atoms 1 to 8:
1. C -0.051
2. C -0.237
3. C -0.078
4. N 0.088
5. C -0.224
6. C -0.021
7. C -0.097
8. C -0.106